Record 1
Computed, not measured: the ion C9H13N2O with charge +1 in a non-equilibrium geometry, with the ωB97M-V functional and the def2-TZVPD basis.

Structure (XYZ):
```
25
Properties=species:S:1:pos:R:3:forces:R:3
C 0.097463 2.212173 -0.299950 0.0826 -0.1069 0.1002
C 1.069419 1.434453 0.169907 -0.0430 0.1620 0.2181
C 1.139922 -0.885023 1.115506 -1.2932 -0.7862 -3.1274
C -1.794147 -0.584187 0.268094 -0.1256 0.0710 0.3277
C 1.838764 -1.831352 1.632745 0.4464 -0.4422 0.4513
C -1.241209 1.846956 0.249976 -0.1722 -0.0088 0.0569
C 0.541464 0.428047 1.172717 -0.1653 0.4762 0.3130
C 0.080866 -1.502031 -1.115859 1.3763 0.9215 3.0451
C -1.007685 0.503758 0.994109 -0.1690 -0.0209 0.2469
N -1.252443 -1.331490 -0.755148 -0.2482 -0.4247 -0.6821
N 0.584985 -0.422215 -2.040178 -0.1445 -0.0872 -0.2096
O -2.963158 -0.735618 0.531883 0.0790 0.1013 0.0661
H 0.219947 3.050279 -0.964679 0.1737 0.1616 -0.1213
H 2.125814 1.534520 -0.011826 0.2205 0.1086 -0.0980
H 2.013197 -2.787957 1.169901 -0.0359 -0.0625 -0.2187
H 2.306386 -1.711478 2.606131 -0.0806 0.2036 0.1547
H -1.573567 2.623320 0.943438 -0.0409 -0.0135 -0.0288
H -2.010755 1.767192 -0.520011 -0.0391 0.0339 0.0449
H 0.774160 0.823812 2.177648 -0.0133 -0.0725 0.0091
H 0.338661 -2.485463 -1.482333 0.0003 0.0252 -0.0959
H -1.482569 0.539733 1.976588 0.0487 -0.0618 -0.1655
H -1.936269 -2.000811 -1.103467 0.0874 0.1400 0.0069
H 0.598014 0.482758 -1.497110 0.0584 -0.5162 -0.5342
H -0.005000 -0.318832 -2.879986 0.1245 0.0299 0.1687
H 1.537729 -0.650537 -2.338094 -0.1269 0.1687 0.0720
```
Positions in Å, forces in eV/Å.

## Properties
relative energy (zero: lowest compared OMol25 entry of this formula, charge and spin): 110.6 kcal/mol
frontier orbital gap (spin up / spin down): 8.058 / 8.098 eV
charge: +1
E_HOMO (spin up / spin down): -12.2 / -12.2 eV
2S+1: 1
energy: -14561.1033 eV



Record 2
Computed, not measured: a cluster of 11 separate species, C60H57F9O2 in total in a non-equilibrium geometry, with the ωB97M-V functional and the def2-TZVPD basis.

Structure (XYZ):
```
128
Properties=species:S:1:pos:R:3:forces:R:3
F -0.523754 4.526892 -2.643402 0.9762 -0.0142 0.3053
C -1.688077 4.982110 -3.072117 -2.3518 0.9785 -0.7557
C -1.809488 6.200614 -3.784521 0.5659 -1.6425 1.1440
C -3.063852 6.574711 -4.258635 1.1015 0.3406 0.5336
C -4.156584 5.803456 -3.958746 -0.8849 -0.7755 -0.7549
C -4.052388 4.592413 -3.264123 -0.6379 1.8889 -0.4224
C -2.835996 4.224891 -2.779550 1.1455 -0.7489 0.1013
H -0.931555 6.823837 -3.869494 0.0477 0.0337 -0.3212
H -3.069950 7.519457 -4.781904 -0.5748 -0.0112 -0.1685
H -5.133467 6.015650 -4.367474 -0.0583 0.4505 0.0191
H -4.991052 4.093586 -3.073099 0.2889 -0.5003 0.1833
H -2.784847 3.297924 -2.227733 0.4336 -0.1000 0.1660
F 0.919725 -4.488977 -1.993309 -0.2077 0.2312 0.1378
C 1.927741 -5.110565 -1.363133 0.8477 -2.3022 0.4953
C 1.711485 -6.349084 -0.721816 1.6045 -0.3027 0.3737
C 2.849259 -7.029625 -0.153832 -1.2454 1.3863 -1.5091
C 4.114041 -6.506904 -0.361046 0.4540 -0.5385 0.6642
C 4.342765 -5.305779 -1.003348 -1.3940 -0.0386 -0.2147
C 3.222826 -4.637780 -1.512824 0.4147 0.8477 0.0157
H 0.769239 -6.876706 -0.708643 -0.2840 0.4230 0.0790
H 2.754959 -7.988542 0.333986 -0.2786 0.0189 0.0062
H 4.953093 -7.086665 -0.005721 0.1752 0.0210 0.1306
H 5.348364 -4.929840 -1.120978 -0.0744 0.1327 -0.1255
H 3.348632 -3.699963 -2.033469 -0.0038 0.1612 -0.0746
F -5.304235 2.042858 -1.458828 0.5088 -0.6185 -0.2601
C -4.926948 1.125493 -2.398602 0.0184 -1.1279 0.1152
C -5.753909 0.985280 -3.503531 1.5896 -0.4266 -1.2132
C -5.299666 0.110293 -4.538814 0.6311 0.0818 0.6722
C -4.110814 -0.633422 -4.419607 -1.2678 0.5220 0.8114
C -3.402447 -0.570268 -3.214926 -0.1718 0.0440 -0.6187
C -3.806162 0.267009 -2.194232 -1.0020 1.0240 0.0621
H -6.592020 1.649196 -3.655821 -0.1587 -0.1313 0.1218
H -5.814839 -0.003899 -5.481129 -0.4409 0.2313 0.1123
H -3.863801 -1.347201 -5.191560 0.2571 0.1430 -0.0962
H -2.510792 -1.167511 -3.093910 0.0089 -0.1377 0.2005
H -3.291236 0.220265 -1.246036 0.0522 0.3846 0.0373
F -1.220535 -1.918418 1.350248 -0.0522 -0.9427 0.5264
C -0.964752 -0.972970 0.466372 0.3703 1.6813 -2.6749
C -0.296611 -1.249013 -0.756388 -0.4132 -0.0079 1.2511
C 0.035522 -0.214425 -1.621096 0.4388 -0.0137 1.2304
C -0.254926 1.113112 -1.280426 -1.8217 -0.6545 0.2174
C -1.095153 1.359510 -0.160892 0.5667 -0.7555 -0.1826
C -1.443313 0.317194 0.732629 1.5101 -0.9408 -0.4724
H 0.043803 -2.237381 -1.027789 -0.1335 -0.2552 0.2644
H 0.678361 -0.554327 -2.419607 -0.0932 0.5908 -0.4822
H -0.075574 1.909551 -1.987469 0.2594 0.1729 0.0771
H -1.471477 2.363288 -0.029731 0.0235 0.0693 0.3471
H -1.866043 0.311309 1.726440 -0.6304 1.1159 -0.0550
F 4.197449 -3.516752 5.473789 0.0041 -0.1251 0.1351
C 3.102126 -2.917923 4.959883 1.1434 -1.2969 -2.5496
C 2.841788 -3.105168 3.586627 -1.1144 0.8639 1.1125
C 1.691242 -2.452063 3.066364 1.7440 -0.6243 0.1183
C 0.929647 -1.630405 3.869339 -0.4225 1.0228 1.7800
C 1.249639 -1.434898 5.235618 0.6486 -1.4415 -1.5993
C 2.347010 -2.144542 5.739091 -2.0543 2.0873 1.9351
H 3.510637 -3.730457 3.013870 -0.1035 0.0230 -0.2016
H 1.512306 -2.556863 2.006451 -0.3031 0.0577 -0.0709
H 0.068567 -1.064536 3.545712 -0.0513 -0.2046 -0.6088
H 0.665335 -0.819932 5.904047 -0.1112 0.0875 -0.1789
H 2.501761 -1.998822 6.797965 0.6194 -0.3195 0.0765
F -2.382413 1.681976 8.483464 -0.1090 -0.5656 -1.2063
C -2.493903 0.939503 7.334457 -0.3455 -0.4705 -1.2021
C -2.430812 -0.457421 7.385250 0.9076 1.2570 0.6322
C -2.492047 -1.192539 6.215198 -0.9481 -0.3401 0.1635
C -2.831949 -0.609416 5.013849 0.4551 0.3240 0.0400
C -2.907948 0.789888 4.946810 -0.2913 -1.5536 -0.8659
C -2.723234 1.543280 6.061360 0.0802 0.8082 2.3807
H -2.211931 -0.965549 8.312764 -0.1083 0.1010 0.1868
H -2.445378 -2.266974 6.314264 0.1478 -0.1203 -0.1703
H -3.012667 -1.257700 4.169176 0.0506 0.1966 -0.2548
H -3.168690 1.254915 4.007576 0.0482 0.2219 -0.0366
H -2.861851 2.610881 5.975207 0.1847 0.1684 0.2299
F 2.174696 3.868431 -6.960682 -0.3327 0.0374 0.4371
C 1.340106 3.049474 -6.275540 0.0808 -1.3263 -0.1813
C 1.822075 1.796230 -5.881024 -0.6060 1.1890 0.1318
C 0.933030 0.956064 -5.199761 1.8000 -0.2453 -0.8615
C -0.379559 1.285026 -5.033924 -0.5919 -0.7106 -0.0442
C -0.874157 2.477876 -5.515600 0.4293 -0.1015 0.8970
C 0.015154 3.379902 -6.078191 -0.5033 0.9780 0.0925
H 2.863295 1.604418 -6.094245 0.0005 -0.3979 0.0928
H 1.297999 -0.016702 -4.904937 -0.0274 -0.0921 0.2242
H -1.009166 0.536864 -4.575395 -0.3127 0.1806 0.1425
H -1.902432 2.695733 -5.267406 -0.0946 0.4401 -0.4047
H -0.333141 4.387275 -6.252237 0.0644 0.0962 -0.4713
F 4.296689 1.468149 3.271488 -0.0985 0.1340 -0.3690
C 3.792152 2.173811 2.238637 -0.3919 1.6292 -0.2827
C 3.711716 3.571172 2.337545 0.3335 -0.3960 0.8062
C 3.092325 4.363840 1.358791 0.7529 -1.4284 1.2632
C 2.561113 3.662658 0.304047 0.1054 1.8074 -1.2210
C 2.777553 2.326892 0.128605 -1.5120 -0.3227 -1.0230
C 3.317897 1.563736 1.101483 0.8180 -1.6345 1.6479
H 4.114433 3.951488 3.264672 0.0592 0.4817 -0.0008
H 3.052389 5.438979 1.452996 -0.1643 -0.0247 0.0228
H 2.054392 4.245398 -0.450977 -0.1544 -0.1548 -0.3093
H 2.336505 1.823044 -0.718752 0.0430 0.0204 -0.1844
H 3.299765 0.484047 1.083148 0.1646 -0.1686 -0.3507
F -3.124143 -6.527674 0.805331 0.8113 -0.1622 -0.0539
C -1.869803 -6.642741 1.324073 -0.2451 -0.6049 1.1111
C -1.027223 -5.577243 1.345710 0.3887 1.8825 -0.1512
C 0.178123 -5.566466 2.054933 0.6240 -1.3296 -0.0350
C 0.627059 -6.738086 2.661070 -2.1472 -0.5764 -0.1897
C -0.262184 -7.860997 2.627488 1.0459 1.4475 0.6233
C -1.513314 -7.787500 2.029345 0.3050 -0.6149 -0.6277
H -1.336079 -4.660689 0.865162 -0.1223 0.1132 -0.1168
H 0.849080 -4.722108 2.112159 -0.4139 0.3153 -0.2514
H 1.527462 -6.773798 3.256383 0.1228 -0.0168 -0.1549
H 0.052315 -8.691535 3.242058 -0.2903 -0.4569 -0.2862
H -2.160488 -8.651791 2.005414 -0.1674 -0.0026 0.2025
C -1.952199 5.666006 3.376126 -0.4254 0.9228 0.5444
C -1.686541 4.341496 2.752086 0.8577 0.1659 -1.4583
C -0.262997 3.965634 2.322270 -0.0394 0.4488 0.7380
O -2.633363 3.665196 2.453358 -0.4738 -1.0673 0.0055
H -1.643615 5.650572 4.421424 -0.0574 0.0215 0.1432
H -3.022594 5.854393 3.293251 -0.0297 -0.2317 0.3509
H -1.506612 6.560701 2.941306 0.6134 -0.3580 -0.2976
H -0.085548 4.302450 1.300917 -0.2403 0.0758 -0.0993
H -0.025197 2.902420 2.355853 -0.3372 -0.0096 0.0728
H 0.452633 4.508449 2.939777 0.1241 -0.0676 0.0300
C 4.139220 -0.568279 -4.051468 -0.2145 -0.2957 -0.4143
C 4.098064 -0.424349 -2.567768 -0.2913 0.3917 0.9190
C 5.022786 0.629827 -1.968158 -0.3285 -0.4350 0.4760
O 3.364443 -1.097102 -1.858424 0.5532 0.4633 -0.6557
H 3.397094 -1.300494 -4.369615 0.1498 -0.0375 -0.0587
H 5.139917 -0.869618 -4.361115 0.0394 -0.1581 -0.0085
H 3.951013 0.375380 -4.563524 -0.0356 0.1344 0.2028
H 5.067653 0.449813 -0.894061 0.3306 -0.1461 -0.0683
H 4.615683 1.638725 -2.035086 -0.1378 0.0058 -0.4651
H 6.006287 0.606488 -2.437510 -0.0108 0.0460 0.0738
```
Positions in Å, forces in eV/Å.

## Properties
relative energy (zero: lowest compared OMol25 entry of this formula, charge and spin): 13.1 kcal/mol
frontier orbital gap: 9.559 eV
E_HOMO: -9.1 eV
SMILES string: Fc1ccccc1.Fc1ccccc1.Fc1ccccc1.Fc1ccccc1.Fc1ccccc1.Fc1ccccc1.Fc1ccccc1.Fc1ccccc1.Fc1ccccc1.CC(C)=O.CC(C)=O
2S+1: 1
energy: -91694.6521 eV



Record 3
Computed, not measured: a cluster of 2 separate species, C4H12NO in total in a non-equilibrium geometry, with the ωB97M-V functional and the def2-TZVPD basis.

Structure (XYZ):
```
18
Properties=species:S:1:pos:R:3:forces:R:3
C -0.295785 -1.026875 1.593220 -0.1033 0.4751 1.3510
C -1.179341 -0.788075 0.400140 -2.1057 -0.1841 -1.0920
C -0.497618 -0.507654 -0.900671 0.1241 -1.4938 -1.6862
C -0.308176 -1.406969 -1.878901 -0.8608 0.8380 0.5959
N 0.232288 0.768118 -1.010729 1.0712 -0.8988 0.3867
H -0.861081 -0.800449 2.504697 0.0279 0.6459 -0.2014
H -0.055141 -2.057883 1.871518 0.6343 0.0672 -1.1017
H 0.554583 -0.325751 1.548266 0.0564 -0.6741 0.4476
H -1.789112 -1.668221 0.159062 0.2042 -0.0298 0.2600
H -1.968865 -0.040278 0.596277 0.5556 0.1110 0.1237
H -1.025770 -2.219495 -1.939746 0.6506 -0.3995 0.2794
H 0.430382 -1.313006 -2.665872 -0.2873 0.2760 -0.1982
H 0.841119 0.828559 -1.828878 0.0380 -0.4392 -0.0140
H 0.828745 0.650728 -0.174939 0.1291 1.8927 -0.0402
H -0.339524 1.611658 -1.076186 -0.1325 -0.0926 0.9020
H 1.902348 3.013093 1.001657 0.4401 0.6160 0.2570
H 1.621731 1.938427 2.108553 0.1927 0.3925 0.0125
O 1.490086 2.178763 1.186066 -0.6346 -1.1025 -0.2821
```
Positions in Å, forces in eV/Å.

## Properties
relative energy (zero: lowest compared OMol25 entry of this formula, charge and spin): 36.5 kcal/mol
frontier orbital gap: 11.119 eV
charge: +1
E_HOMO: -14.5 eV
2S+1: 1
energy: -7872.7061 eV